Record 1
ORCA calculation (the ωB97M-V functional and the def2-TZVPD basis) on C23H25N6NiO as an isolated structure.

XYZ file:
```
56
Properties=species:S:1:pos:R:3:forces:R:3
Ni 0.1839 -0.5298 -0.4530 0.6 -0.2 -0.5
N 0.7568 -2.1703 -1.7765 -0.1 0.1 0.2
C 2.1397 -1.9844 -2.0919 0.1 -0.1 -0.2
C 2.7453 -2.5383 -3.1867 -0.2 0.0 0.1
C 4.1237 -2.3606 -3.4084 0.1 0.0 0.0
C 4.8847 -1.6704 -2.5090 0.0 0.0 -0.1
C 4.2837 -1.0687 -1.3808 -0.3 0.0 0.0
C 5.0100 -0.3419 -0.4143 -0.1 0.1 0.1
C 4.3318 0.2475 0.6130 0.2 0.0 0.0
C 2.9317 0.1588 0.6579 -0.1 0.0 -0.1
N 2.2142 -0.5197 -0.2089 0.1 -0.1 0.0
C 2.8848 -1.1783 -1.2018 0.3 0.0 -0.1
H 0.6576 -2.8989 -1.0758 0.0 -0.1 0.0
H 0.2381 -2.4588 -2.5950 -0.1 0.1 0.0
H 2.1634 -3.1374 -3.8773 0.0 0.0 0.0
H 4.5787 -2.8006 -4.2853 0.0 0.0 0.0
H 5.9532 -1.5653 -2.6480 0.0 0.0 0.0
H 6.0857 -0.2561 -0.5025 0.0 0.0 0.0
H 4.8410 0.8092 1.3837 0.0 0.0 0.0
H 2.3990 0.6897 1.4268 -0.2 0.0 0.1
C -3.1281 1.1932 -2.8490 0.0 0.0 0.0
C -3.6071 -0.2382 -2.5169 0.1 0.0 0.0
C -2.3025 -1.0251 -2.3325 -0.2 0.1 -0.1
O -1.3000 -0.0462 -2.0634 -0.1 0.0 -0.1
C -1.6066 1.0514 -2.9207 -0.1 0.1 -0.1
H -3.4115 1.8887 -2.0602 0.0 0.0 0.0
H -3.5339 1.5656 -3.7877 0.0 0.0 0.0
H -4.2136 -0.6687 -3.3115 0.0 0.0 0.0
H -4.1943 -0.2509 -1.6006 0.0 0.0 0.0
H -2.0463 -1.5544 -3.2592 0.0 0.0 0.0
H -2.3264 -1.7284 -1.5019 0.0 0.0 0.0
H -1.2937 0.8101 -3.9436 0.1 0.0 0.0
H -1.0583 1.9260 -2.5790 0.0 0.0 0.1
C -0.4430 0.3164 1.3670 -0.9 0.8 1.5
C 0.1057 1.0574 2.1793 0.0 -0.4 -0.7
C 0.8855 1.8573 3.0555 0.2 0.2 0.3
C 1.0182 3.2370 2.8430 0.0 -0.2 -0.1
C 1.7587 4.0089 3.7194 0.0 0.1 0.0
C 2.3697 3.4250 4.8215 0.0 0.0 0.0
C 2.2479 2.0585 5.0410 0.0 0.0 0.0
C 1.5155 1.2761 4.1673 -0.1 0.0 -0.2
H 0.5354 3.6832 1.9835 0.0 0.0 0.0
H 1.8620 5.0726 3.5496 0.0 0.0 0.0
H 2.9397 4.0339 5.5107 0.0 0.0 0.0
H 2.7271 1.6026 5.8975 0.0 0.0 0.0
H 1.4177 0.2104 4.3286 0.0 0.0 0.0
N -6.0130 -0.1381 0.8663 0.0 -0.1 0.2
C -5.0660 -0.9883 1.3515 0.3 0.1 -0.1
N -5.4735 -2.0112 2.1472 -0.1 0.1 -0.2
N -3.8221 -0.8492 1.0076 -0.5 -0.6 -0.7
C -2.6810 -0.4148 1.2727 0.2 0.9 1.3
N -1.4878 -0.3751 0.8741 0.4 -0.8 -1.0
H -6.8971 -0.1006 1.3482 0.0 0.0 -0.1
H -5.6739 0.7428 0.5160 0.0 0.0 0.0
H -6.4229 -2.3368 2.0619 0.0 0.0 0.1
H -4.7873 -2.7166 2.3505 0.0 0.0 0.0
```
Positions in Å, forces in eV/Å.

E_LUMO (spin up / spin down): -0.0909 / -0.0967 Eh
Frontier orbital gap (spin up / spin down): 6.350 / 7.168 eV
Charge: +1
Spin multiplicity: 3

Record 2
ORCA calculation (the ωB97M-V functional and the def2-TZVPD basis) on C23H26As2CoF3O5S as an isolated structure.

XYZ file:
```
61
Properties=species:S:1:pos:R:3:forces:R:3
Co -0.3529 0.4814 -1.5339 0.1 0.6 -0.1
C -1.5850 2.4889 -2.4919 -0.1 -0.1 -0.1
C -2.1441 1.1916 -2.5801 -0.5 0.2 -0.2
C -2.4494 0.7611 -1.2614 -0.7 0.1 0.1
C -2.0481 1.7847 -0.3733 -0.2 0.3 0.0
C -1.5473 2.8563 -1.1424 0.0 -0.1 0.2
H -1.2860 3.1102 -3.3199 0.2 -0.1 -0.1
H -2.4491 0.6915 -3.4870 0.2 -0.1 0.0
H -3.0253 -0.1137 -1.0037 0.2 -0.1 0.0
H -2.2018 1.8004 0.6963 0.1 -0.1 0.0
H -1.2038 3.8032 -0.7599 0.2 0.0 0.0
C 2.7662 0.3584 0.8394 -0.3 0.0 -0.1
As 0.9681 -0.4154 0.4919 1.1 -0.3 0.7
C 1.6690 -2.1022 -0.1909 0.1 -0.2 -0.1
C 0.5604 -0.9978 2.3492 -0.3 0.2 -0.3
C 1.3336 -0.6220 3.4422 0.2 0.1 -0.1
C 1.0228 -1.0684 4.7179 0.0 0.0 0.0
C -0.0849 -1.8741 4.9178 -0.1 0.0 0.0
C -0.8797 -2.2170 3.8353 -0.2 -0.1 0.0
C -0.5721 -1.7955 2.5489 0.1 0.1 -0.4
As -1.5943 -2.2456 0.8956 -0.4 -0.2 1.9
C -1.7744 -4.1805 1.2600 0.0 0.1 -0.1
C -3.3859 -1.7410 1.5828 0.2 0.1 -0.3
H 3.3720 -0.3496 1.4106 -0.1 0.0 0.0
H 2.7117 1.3124 1.3671 0.0 -0.1 0.0
H 3.2497 0.5317 -0.1216 -0.1 0.0 0.0
H 2.3026 -2.5919 0.5549 -0.1 0.1 -0.1
H 2.2602 -1.8595 -1.0755 0.0 0.0 0.0
H 0.8594 -2.7648 -0.4961 0.1 0.0 0.1
H 2.1917 0.0252 3.3063 0.0 0.0 0.0
H 1.6484 -0.7876 5.5540 0.0 0.0 0.0
H -0.3351 -2.2219 5.9119 0.0 0.0 0.0
H -1.7593 -2.8278 3.9973 0.0 -0.1 0.0
H -2.1407 -4.3993 2.2643 0.0 0.2 0.0
H -0.8120 -4.6664 1.1084 0.0 0.1 0.0
H -2.4640 -4.5833 0.5221 -0.1 0.0 0.0
H -3.6697 -2.2956 2.4752 0.1 -0.1 0.0
H -4.0949 -1.9493 0.7839 -0.1 0.0 0.0
H -3.4084 -0.6732 1.7998 0.0 0.0 0.0
F -0.8714 -3.3359 -4.6277 0.2 0.1 0.3
C -1.9439 -3.0238 -3.8902 -0.1 0.0 0.2
F -2.5349 -1.9735 -4.4746 0.0 0.2 0.1
F -2.7957 -4.0583 -3.9921 0.0 0.0 0.2
S -1.5783 -2.6684 -2.0675 -0.4 -0.7 -1.9
O -2.9155 -2.4459 -1.5739 -0.2 0.1 0.0
O -0.9254 -3.8689 -1.6271 0.2 -0.3 0.1
O -0.7064 -1.5078 -2.1509 0.4 0.2 -0.2
O 3.3649 1.5236 -3.0437 0.0 0.1 0.0
C 2.4341 1.7654 -2.2861 0.4 0.2 0.0
O 1.4311 1.0020 -2.0892 -0.3 -0.4 0.0
C 2.4632 3.0535 -1.4743 0.0 -0.2 -0.1
C 1.5489 3.2692 -0.4525 0.0 -0.2 -0.1
C 1.5530 4.4616 0.2465 0.0 0.0 0.2
C 2.4897 5.4379 -0.0508 -0.1 0.1 0.1
C 3.4357 5.2084 -1.0367 0.0 0.1 0.0
C 3.4254 4.0198 -1.7456 0.0 0.0 0.0
H 0.8302 2.4910 -0.2182 0.1 0.2 0.0
H 0.8287 4.6224 1.0316 -0.1 0.1 0.1
H 2.4790 6.3761 0.4887 0.0 0.0 0.0
H 4.1771 5.9671 -1.2490 0.1 0.0 -0.1
H 4.1630 3.8301 -2.5124 0.0 -0.1 -0.1
```
Positions in Å, forces in eV/Å.

E_LUMO (spin up / spin down): 0.0977 / 0.0975 Eh
Frontier orbital gap (spin up / spin down): 7.720 / 8.453 eV
Charge: -1
Spin multiplicity: 4

Respective ΔE to the lowest compared entry with this formula, charge and spin values: 1.198; 0.000 eV.